1.
79
Properties=species:S:1:pos:R:3:forces:R:3 method="wB97M-V/def2-TZVPD" e_lumo_ev="-5.78 / -3.97" multiplicity=3 total_charge=+1 s_squared=2.19 gap_ev="5.473 / 7.290" e_above_lowest_ev=0.000
Cr -0.5771 -0.5423 1.1751 0.05 0.26 0.02
S 1.3921 1.8141 -0.8793 0.07 0.02 -0.12
C 0.2294 2.9584 -0.1692 0.02 -0.02 0.03
C 0.6620 4.2124 0.2425 0.01 0.00 -0.01
C -0.2493 5.1473 0.7163 0.04 0.00 -0.01
C -1.6017 4.8477 0.7577 -0.02 0.02 0.01
C -2.0507 3.6021 0.3444 0.02 -0.01 -0.01
C -1.1368 2.6629 -0.1164 -0.15 0.00 0.06
As -1.6909 0.8794 -0.5352 0.09 0.00 -0.04
C -1.2774 0.5448 -2.3679 0.01 -0.07 -0.04
C -1.3214 1.6265 -3.2421 -0.02 -0.01 0.00
C -1.0403 1.4172 -4.5824 0.00 0.03 -0.01
C -0.7167 0.1453 -5.0372 0.01 -0.01 -0.01
C -0.6773 -0.9260 -4.1568 0.01 0.00 0.03
C -0.9575 -0.7309 -2.8114 -0.02 0.01 0.00
C -3.5751 0.6583 -0.3176 -0.05 -0.02 -0.05
C -4.2746 0.0256 -1.3439 -0.01 0.02 0.06
C -5.6325 -0.2126 -1.1944 0.00 0.00 0.00
C -6.2823 0.1739 -0.0316 0.00 0.01 0.00
C -5.5806 0.8008 0.9904 0.02 0.00 0.01
C -4.2228 1.0387 0.8570 -0.02 0.01 0.00
H 1.7151 4.4527 0.1791 0.00 0.01 0.00
H 0.1004 6.1186 1.0390 0.00 0.00 0.01
H -2.3129 5.5824 1.1101 0.01 0.01 -0.01
H -3.1077 3.3750 0.3706 -0.01 0.00 0.01
H -1.5628 2.6217 -2.8865 0.00 -0.02 -0.01
H -1.0730 2.2495 -5.2725 0.00 0.00 0.00
H -0.4936 -0.0089 -6.0844 0.00 0.00 0.00
H -0.4272 -1.9168 -4.5115 0.01 0.00 -0.01
H -0.9303 -1.5638 -2.1232 -0.01 0.02 -0.03
H -3.7711 -0.2780 -2.2522 0.01 0.00 -0.01
H -6.1806 -0.7016 -1.9882 0.00 0.00 0.00
H -7.3411 -0.0156 0.0826 0.00 0.00 0.00
H -6.0894 1.0967 1.8978 0.00 0.01 0.00
H -3.6823 1.5112 1.6667 0.00 0.00 0.00
C 7.3326 -1.2099 0.0460 0.01 -0.01 0.00
C 5.9311 -0.6809 0.1463 -0.06 0.01 0.00
C 4.9662 -1.0115 -0.7942 0.01 -0.01 0.02
C 3.6598 -0.5448 -0.7063 -0.01 0.01 -0.03
C 2.6866 -0.9343 -1.7923 -0.01 0.03 0.04
C 3.3167 0.2827 0.3671 0.11 0.00 -0.03
C 1.9241 0.8141 0.5342 -0.03 0.06 0.23
O 1.0540 -0.3052 0.8167 -0.08 -0.07 -0.12
C 4.2697 0.6258 1.3379 0.03 0.02 0.03
C 3.9365 1.5004 2.5216 0.00 -0.03 0.00
C 5.5606 0.1406 1.2061 0.02 -0.02 -0.03
H 7.5298 -1.6285 -0.9393 0.00 0.00 0.00
H 7.4968 -1.9965 0.7847 0.01 0.00 0.00
H 8.0624 -0.4234 0.2384 0.00 0.00 0.00
H 5.2335 -1.6543 -1.6254 0.01 0.00 0.00
H 2.9453 -1.9148 -2.1897 -0.01 -0.02 0.00
H 2.7199 -0.2252 -2.6231 0.01 0.01 0.01
H 1.6585 -0.9796 -1.4366 0.00 -0.01 -0.03
H 1.8604 1.4570 1.4103 -0.02 -0.04 -0.02
H 3.1611 1.0547 3.1496 -0.02 0.01 0.00
H 3.5971 2.4931 2.2168 0.00 0.01 0.00
H 4.8161 1.6365 3.1466 0.01 0.01 0.00
H 6.3005 0.4058 1.9525 0.00 0.01 0.01
F -2.1353 -0.3627 2.4044 -0.09 0.02 0.20
Sb -1.2052 0.5147 3.9715 -0.11 -0.20 -0.21
F -0.0038 -0.8916 3.4871 0.03 0.02 0.04
F -0.0213 1.3471 5.1091 0.11 0.05 0.02
F -0.3943 1.2544 2.3268 0.06 -0.10 -0.03
F -2.4359 1.8991 3.8880 -0.07 -0.03 -0.01
F -2.1340 -0.5290 5.1702 -0.05 0.00 0.05
F -3.5013 -3.6881 0.4915 0.02 0.00 0.01
C -2.4271 -3.8950 -0.2693 -0.04 0.04 -0.02
F -2.6192 -3.2508 -1.4243 -0.02 -0.01 0.00
F -2.3204 -5.1941 -0.5231 0.00 0.00 0.00
C -1.1503 -3.3473 0.4354 0.11 -0.20 0.12
O -1.1810 -1.9720 0.3057 0.04 0.14 0.07
C -1.1260 -3.7968 1.9328 -0.03 0.07 -0.05
F -1.9966 -3.0755 2.6399 -0.03 0.01 -0.02
F 0.0877 -3.5742 2.4506 -0.02 -0.01 -0.02
F -1.4247 -5.0803 2.0663 0.01 0.02 0.00
C 0.1339 -3.8750 -0.2746 0.05 -0.10 0.01
F 0.3878 -5.1411 0.0353 -0.02 0.05 -0.01
F 1.1788 -3.1277 0.0857 0.00 -0.01 -0.04
F 0.0070 -3.7826 -1.6028 0.00 0.05 -0.02

---

2.
65
Properties=species:S:1:pos:R:3:forces:R:3 method="wB97M-V/def2-TZVPD" e_lumo_ev=-0.20 total_charge=0 gap_ev=7.176 e_above_lowest_ev=0.784
Sr 2.0403 -0.1117 0.4831 0.19 0.15 -0.09
O 4.2406 1.1221 3.6947 0.03 0.06 -0.02
C 4.1071 0.9535 2.4931 0.10 0.23 0.08
O 3.2633 1.5101 1.7056 -0.12 -0.39 -0.06
C 5.0655 -0.0422 1.8249 0.06 -0.06 -0.01
C 6.3248 -0.2402 2.3745 0.01 -0.01 0.00
C 7.1949 -1.1178 1.7568 0.00 -0.01 -0.01
C 6.7701 -1.8003 0.6250 0.01 0.00 0.01
C 5.4889 -1.5714 0.1638 -0.08 -0.05 -0.06
N 4.6495 -0.7034 0.7346 -0.10 0.16 0.17
H 6.5825 0.2991 3.2742 -0.01 0.01 0.00
H 8.1892 -1.2769 2.1537 0.00 0.00 0.00
H 7.4127 -2.5033 0.1143 0.00 0.00 -0.01
H 5.1078 -2.1032 -0.7011 0.01 -0.01 0.00
S 0.1910 -2.0100 1.5285 -0.03 -0.07 -0.03
C -1.4579 -1.7940 0.9497 -0.08 0.05 -0.03
C -2.2612 -2.9266 0.7620 0.13 -0.03 0.05
C -3.5545 -2.8266 0.2843 -0.07 0.05 -0.03
C -4.1005 -1.5827 -0.0125 0.01 -0.05 0.02
C -3.3320 -0.4469 0.1862 0.07 0.05 0.02
C -2.0255 -0.5404 0.6617 -0.07 0.00 0.01
As -0.9002 1.0266 0.8718 0.01 -0.09 -0.04
C -0.8462 1.2095 2.7969 0.06 0.02 0.11
C -1.8717 0.7382 3.6104 -0.01 -0.01 -0.05
C -1.7571 0.8298 4.9890 0.00 0.00 -0.01
C -0.6130 1.3753 5.5574 0.02 0.01 0.03
C 0.4166 1.8367 4.7508 -0.02 -0.01 0.02
C 0.2981 1.7590 3.3703 -0.06 -0.03 -0.09
C -2.1046 2.4446 0.3200 0.00 0.02 -0.06
C -2.8291 3.2119 1.2239 0.03 -0.04 -0.04
C -3.6756 4.2125 0.7619 0.01 -0.01 0.05
C -3.8024 4.4455 -0.5984 -0.01 0.02 -0.05
C -3.0778 3.6837 -1.5063 -0.01 0.01 -0.02
C -2.2263 2.6919 -1.0472 0.03 -0.05 0.13
H -1.8341 -3.8948 0.9929 -0.03 0.00 0.00
H -4.1434 -3.7244 0.1421 0.01 -0.01 0.01
H -5.1145 -1.4993 -0.3810 0.00 0.01 0.00
H -3.7499 0.5292 -0.0295 -0.03 -0.01 -0.01
H -2.7474 0.2828 3.1622 -0.01 -0.01 0.03
H -2.5529 0.4597 5.6228 -0.01 0.00 -0.01
H -0.5190 1.4271 6.6346 0.00 0.00 0.00
H 1.3235 2.2344 5.1868 0.00 0.01 -0.01
H 1.1174 2.1036 2.7479 0.03 0.02 0.05
H -2.7280 3.0235 2.2855 -0.04 0.05 0.01
H -4.2378 4.8108 1.4674 0.00 0.00 0.01
H -4.4638 5.2250 -0.9543 0.00 0.00 0.00
H -3.1727 3.8684 -2.5687 0.00 0.00 0.00
H -1.6520 2.0956 -1.7493 -0.03 0.04 -0.05
C 1.9126 -2.1621 -3.8682 0.01 0.03 -0.02
Te 1.5504 -2.6164 -1.7991 0.00 -0.02 0.02
C -0.4087 -1.8365 -2.1424 0.00 0.03 -0.04
C -0.5200 -1.5820 -3.6211 0.00 -0.01 0.03
C -1.7396 -1.1796 -4.1631 -0.02 0.02 -0.03
C -1.8577 -0.9302 -5.5191 0.01 0.00 0.01
C -0.7531 -1.0843 -6.3491 0.01 -0.01 0.01
C 0.4591 -1.4851 -5.8153 -0.01 0.02 -0.01
C 0.5868 -1.7354 -4.4500 0.01 0.00 -0.01
H 2.3021 -3.0457 -4.3707 -0.01 -0.01 0.01
H 2.6539 -1.3686 -3.9501 0.00 -0.01 -0.01
H -0.5487 -0.9228 -1.5678 -0.02 0.01 0.02
H -1.1436 -2.5539 -1.7872 -0.01 -0.03 0.02
H -2.5981 -1.0667 -3.5104 0.01 0.00 0.01
H -2.8096 -0.6209 -5.9305 0.00 0.00 0.00
H -0.8383 -0.8953 -7.4112 -0.01 0.00 0.00
H 1.3199 -1.6083 -6.4619 0.00 0.00 0.00

---

3.
69
Properties=species:S:1:pos:R:3:forces:R:3 method="wB97M-V/def2-TZVPD" e_lumo_ev="-0.88 / -0.39" multiplicity=2 total_charge=0 s_squared=0.76 gap_ev="6.796 / 7.455" e_above_lowest_ev=0.341
Cr 0.0824 -0.0804 0.1500 -0.68 -0.61 -0.17
Cl 2.1103 1.0997 0.6730 0.45 0.33 0.28
C 2.6989 0.3863 2.1767 -0.05 0.10 -0.13
C 3.9834 0.7289 2.5569 -0.07 -0.09 0.09
C 4.4602 0.2521 3.7680 -0.02 0.00 -0.02
C 3.6509 -0.5317 4.5796 0.00 0.02 -0.03
C 2.3666 -0.8534 4.1741 0.01 -0.02 -0.05
C 1.8716 -0.4179 2.9457 0.04 -0.01 0.08
P 0.1740 -0.7806 2.3931 0.01 -0.02 -0.07
C -0.1559 -2.5278 2.7016 -0.08 0.08 0.16
C -1.4984 -2.9087 2.6928 0.04 -0.04 -0.04
C -1.8441 -4.2296 2.9142 -0.01 -0.05 -0.09
C -0.8540 -5.1822 3.1137 0.00 0.01 -0.01
C 0.4809 -4.8122 3.0879 -0.01 0.02 0.04
C 0.8322 -3.4849 2.8896 0.04 -0.02 -0.02
C -0.8073 0.0907 3.6561 0.01 0.00 -0.04
C -1.2914 -0.5383 4.7997 0.02 0.03 0.05
C -1.9651 0.1969 5.7637 0.02 -0.05 -0.01
C -2.1556 1.5591 5.5923 0.00 0.06 -0.02
C -1.6757 2.1895 4.4527 -0.03 -0.01 0.06
C -1.0062 1.4594 3.4846 -0.01 -0.01 -0.02
H 4.5899 1.3570 1.9224 0.03 0.03 -0.04
H 5.4634 0.5059 4.0807 0.02 0.00 0.01
H 4.0196 -0.8871 5.5312 0.01 -0.01 0.03
H 1.7319 -1.4519 4.8152 -0.02 -0.03 0.01
H -2.2714 -2.1736 2.5034 -0.02 0.02 0.01
H -2.8857 -4.5199 2.9010 -0.03 -0.01 0.01
H -1.1235 -6.2184 3.2666 -0.01 -0.03 0.01
H 1.2534 -5.5579 3.2104 0.04 -0.03 0.00
H 1.8772 -3.2085 2.8467 0.03 0.03 0.01
H -1.1500 -1.6019 4.9378 0.00 -0.01 0.02
H -2.3428 -0.2981 6.6484 -0.01 -0.01 0.02
H -2.6833 2.1296 6.3446 -0.01 0.01 0.01
H -1.8319 3.2499 4.3111 0.00 0.03 0.00
H -0.6565 1.9514 2.5867 0.01 0.01 -0.01
Br -4.1273 -3.3548 -0.4152 0.02 -0.01 0.01
C -3.1288 -3.0449 -2.0004 -0.05 -0.02 0.06
C -3.1170 -4.0226 -2.9810 0.03 0.01 0.00
C -2.3624 -3.8209 -4.1263 -0.01 0.00 0.00
C -1.6345 -2.6507 -4.2843 0.00 0.01 0.00
C -1.6640 -1.6764 -3.2998 0.04 -0.07 -0.03
C -2.4144 -1.8676 -2.1462 0.11 0.15 -0.16
C -2.4005 -0.7978 -1.0887 -0.45 -0.43 0.32
O -3.2213 0.0853 -1.0479 0.10 0.17 -0.15
O -1.4840 -1.0172 -0.1667 0.32 0.33 0.06
H -3.6866 -4.9312 -2.8432 0.00 0.00 0.01
H -2.3425 -4.5843 -4.8924 0.00 -0.01 -0.01
H -1.0380 -2.4979 -5.1729 0.01 0.00 -0.03
H -1.0877 -0.7660 -3.4027 0.02 0.02 -0.01
C -1.8940 2.8318 -1.8316 0.02 0.00 0.03
S -0.4570 2.2073 -1.0477 0.11 -0.12 0.10
O -0.0702 0.9308 -1.7173 -0.03 0.09 -0.08
O 0.5465 3.2300 -1.0664 -0.05 0.03 -0.04
O -0.8398 1.7512 0.3401 0.22 0.04 -0.10
H -1.6333 2.9703 -2.8780 0.00 0.03 -0.04
H -2.1197 3.7885 -1.3686 -0.03 0.02 0.01
H -2.7033 2.1210 -1.7130 -0.06 -0.09 0.03
S 1.6594 -1.7190 -0.2542 0.06 0.08 0.01
C 1.1926 -3.4262 -0.2184 0.08 0.05 -0.11
C 2.2506 -4.3374 -0.2321 -0.04 0.00 0.01
C 2.0022 -5.6977 -0.2969 -0.05 -0.01 0.03
C 0.6956 -6.1675 -0.3408 0.05 -0.03 0.01
C -0.3530 -5.2621 -0.3159 -0.03 0.04 0.01
C -0.1105 -3.8983 -0.2556 -0.09 0.01 -0.02
H 3.2670 -3.9690 -0.2023 0.05 0.02 0.00
H 2.8321 -6.3914 -0.3144 0.03 -0.03 0.00
H 0.4999 -7.2302 -0.3922 -0.01 -0.03 0.00
H -1.3770 -5.6111 -0.3402 -0.06 -0.02 0.00
H -0.9287 -3.1974 -0.2232 -0.06 0.01 -0.03